1.
Molecular formula: C14H39F4HgN3O18S4
Method: DFT, the ωB97M-V functional and the def2-TZVPD basis

```
83
Properties=species:S:1:pos:R:3:forces:R:3:mulliken_charge:R:1
Hg -4.2053 -3.2467 1.3953 0.10 0.24 0.08 0.55
N -2.7380 0.1456 0.8738 -2.36 1.29 -4.46 -0.11
S -1.5555 0.8448 1.4782 7.05 -0.75 6.86 1.06
O -1.8871 1.9321 2.3471 -0.41 0.05 -0.44 -0.47
O -0.2628 0.9161 0.8305 -1.63 0.06 -0.51 -0.44
F -1.2572 -0.3737 2.5063 -0.23 0.50 -0.09 -0.31
S -2.7423 1.2476 -0.4783 -4.55 1.20 -4.54 1.08
O -2.6102 0.5743 -1.7394 0.86 -0.44 1.55 -0.53
O -2.2444 2.5914 -0.3752 0.49 -1.57 0.94 -0.45
F -4.3209 1.5473 -0.4866 0.62 -0.64 0.77 -0.25
N -6.1859 -2.9820 4.6202 2.32 0.54 3.37 -0.12
S -5.5877 -3.0034 6.2132 5.89 -2.88 5.02 1.07
O -5.5875 -4.3207 6.8816 -1.57 2.20 -1.98 -0.52
O -5.7125 -1.8722 7.1635 -0.16 -2.17 -3.38 -0.45
F -4.0138 -3.0612 5.7969 -1.14 1.11 -0.48 -0.27
S -7.5222 -2.3838 5.0996 -7.43 4.40 -1.55 1.05
O -7.6626 -0.9529 5.4950 1.34 -2.98 -1.46 -0.45
O -8.4036 -3.2114 5.8580 0.86 -0.67 0.72 -0.47
F -8.1847 -2.4762 3.6762 0.02 0.48 -0.44 -0.26
C 2.6222 -4.6400 -2.1955 0.93 0.08 0.93 -0.30
C 2.0521 -3.8042 -3.2982 0.85 0.08 -0.13 -0.39
O 0.7567 -3.3952 -2.9643 -0.75 0.30 0.00 -0.51
O 2.2090 -5.9515 -2.2368 -1.23 -2.20 -0.33 -0.54
H 2.2810 -4.2115 -1.2532 0.14 0.47 0.21 0.18
H 3.7041 -4.7696 -2.1643 0.42 1.34 -0.37 0.36
H 2.0350 -4.3508 -4.2410 0.00 -0.12 -0.02 0.25
H 2.7282 -2.9565 -3.4097 -0.03 0.23 -0.19 0.30
H 0.7511 -2.4441 -2.8337 -0.08 0.01 -0.02 0.31
H 2.8925 -6.4852 -1.8250 -0.27 -0.14 -0.05 0.32
C -9.2482 5.6177 -1.7857 2.18 0.30 -1.37 -0.44
C -8.0599 6.6876 -1.8730 -0.03 -1.31 -0.34 -0.31
O -6.8253 5.9844 -2.0600 0.12 -1.07 -0.39 -0.53
O -9.1039 4.7726 -0.6941 -0.87 0.19 1.88 -0.54
H -9.2028 4.8835 -2.5901 0.59 0.68 -1.15 0.28
H -10.2272 6.0574 -1.9762 -0.09 0.24 1.18 0.35
H -7.7958 7.2239 -0.9616 -1.53 0.53 0.17 0.31
H -8.1692 7.3117 -2.7599 -0.53 0.41 0.23 0.24
H -6.1072 6.5843 -1.8456 0.02 -0.08 -0.01 0.30
H -8.2136 4.4135 -0.6932 0.15 0.10 -0.21 0.32
C 2.9405 2.0249 -3.2220 -2.51 0.08 1.17 -0.33
C 3.5722 2.9591 -4.1868 0.31 -0.45 -1.38 -0.27
O 2.7281 3.8358 -4.9142 0.04 0.68 0.68 -0.47
O 1.6824 1.4339 -3.6726 1.17 -0.95 -0.10 -0.49
H 2.6557 2.4823 -2.2745 0.29 0.51 0.10 0.25
H 3.6336 1.2304 -2.9455 -0.13 -0.22 -0.41 0.28
H 4.0563 2.3178 -4.9233 0.44 0.01 -0.17 0.25
H 4.3338 3.5458 -3.6731 -0.09 0.14 -0.12 0.29
H 1.9049 3.4284 -5.1932 0.12 -0.26 -0.02 0.23
H 1.0991 2.0014 -4.1818 0.29 0.43 0.22 0.25
C -0.7430 3.8838 -9.0123 -1.53 0.83 0.50 -0.36
C -1.3905 2.7733 -8.1592 -0.74 0.24 -0.59 -0.37
O -1.3952 2.9193 -6.7664 1.61 0.72 1.03 -0.51
O -1.4399 5.1202 -8.8448 -0.30 0.39 0.68 -0.52
H -0.9971 3.6439 -10.0447 0.87 -0.88 -0.12 0.32
H 0.3094 4.0879 -8.8152 0.17 -0.61 -0.09 0.26
H -0.8716 1.8766 -8.4981 -0.11 -0.47 0.20 0.27
H -2.4593 2.7343 -8.3694 0.08 -0.16 -1.12 0.31
H -2.1153 2.4615 -6.3265 -0.05 -0.05 -0.48 0.31
H -1.4076 5.6132 -9.6680 0.07 -0.02 0.06 0.30
C 5.0726 -0.2841 6.0988 -1.03 -1.75 -0.21 -0.52
O 6.0901 -0.2352 5.0999 -1.17 0.67 -1.13 -0.36
C 5.5310 -0.1945 3.7363 2.10 0.71 -1.46 -0.80
C 5.3492 -1.5379 2.9773 0.15 -1.33 2.16 -0.39
N 6.5131 -2.4634 3.0787 -0.91 0.38 1.19 -0.30
C 6.0908 -3.8679 3.1589 0.69 0.96 -0.65 -0.90
C 5.8369 -4.4013 4.5892 -0.75 0.88 -0.79 -0.41
O 4.6632 -3.7808 5.1082 0.31 -0.68 0.08 -0.23
C 4.1318 -4.3340 6.3202 -0.05 -0.19 -0.86 -0.87
H 4.2742 0.4577 6.1183 0.30 0.58 -0.79 0.33
H 5.3768 -0.3396 7.1441 1.08 0.07 -0.35 0.29
H 4.6071 -1.2435 5.8732 -0.67 -0.15 0.53 0.08
H 6.3018 0.3561 3.1971 0.47 -0.06 0.04 0.36
H 4.7013 0.4780 3.5186 -0.64 -0.31 1.01 0.43
H 4.9538 -1.6763 1.9710 0.28 1.37 -0.38 0.48
H 4.5261 -1.9950 3.5264 -0.29 -0.50 0.46 0.27
H 6.9662 -2.3286 3.9712 0.53 0.89 0.06 0.34
H 6.8934 -4.4499 2.7060 0.03 -0.32 0.12 0.34
H 5.2628 -3.8657 2.4500 -0.47 -1.00 0.47 0.43
H 6.6258 -4.1568 5.3005 0.60 -0.15 -0.31 0.38
H 5.8070 -5.4761 4.4100 -0.54 -0.37 0.66 0.38
H 3.8303 -5.3678 6.1511 -0.54 -0.02 -0.23 0.34
H 3.2937 -3.6677 6.5246 0.01 -0.41 0.41 0.25
H 4.8098 -4.4419 7.1668 0.47 0.76 -0.02 0.34
```
Forces are in eV/Å.

As for the relative energy (zero: lowest compared OMol25 entry of this formula, charge and spin): 13.057 eV. Its net charge is 0. Its LUMO energy is -0.296 hartree. The value obtained for the calculated total energy is -114840.964 eV. The calculation puts the gap between HOMO and LUMO at 1.3 eV.


2.
Molecular formula: C28H31N3O3PPt
Method: DFT, the ωB97M-V functional and the def2-TZVPD basis

```
67
Properties=species:S:1:pos:R:3:forces:R:3:nbo_charge:R:1
Pt 0.0731 0.0260 0.5413 -0.15 0.48 0.69 0.71
C 3.8790 -1.6087 1.6049 0.00 -0.02 0.02 -0.68
C 2.4557 -1.1800 1.5083 -0.03 -0.08 -0.14 0.28
N 2.0220 -0.4665 0.5167 -0.23 0.13 0.00 -0.20
O 2.9231 -0.2290 -0.5093 0.03 0.04 0.00 -0.53
C 1.4748 -1.5317 2.4987 0.02 0.02 0.14 0.03
C 1.8043 -2.1692 3.8087 0.00 0.03 0.00 -0.67
N 0.2306 -1.2072 2.1797 -0.04 -0.34 -0.25 -0.01
O -0.7362 -1.3239 2.9541 -0.06 -0.15 -0.05 -0.47
H 4.2955 -1.7934 0.6184 0.00 -0.01 0.00 0.26
H 3.9666 -2.5021 2.2172 0.00 0.01 0.01 0.24
H 4.4632 -0.8118 2.0724 0.00 0.00 -0.01 0.25
H 2.4016 0.2275 -1.1812 -0.02 -0.05 -0.01 0.49
H 2.6394 -1.6624 4.2945 0.00 -0.01 0.00 0.23
H 2.0714 -3.2216 3.6911 -0.01 0.00 0.00 0.23
H 0.9337 -2.1109 4.4567 0.00 0.00 0.00 0.26
C -2.2306 -0.0497 -2.3465 0.02 0.02 0.02 -0.62
C -2.4325 -1.2829 -1.4695 -0.02 0.07 -0.01 -0.23
C -1.2286 -2.2157 -1.5424 0.00 -0.02 0.02 -0.60
C -2.8117 -0.9264 -0.0290 -0.04 -0.17 0.18 -0.08
C -4.1987 -0.2918 0.1054 0.02 -0.04 0.01 -0.08
O -4.0172 0.7671 1.0773 -0.02 -0.01 0.05 -0.45
C -2.7069 0.9499 1.2139 -0.03 -0.01 0.01 0.62
N -1.9609 0.0957 0.6236 0.32 0.25 -0.37 -0.51
C -2.3004 2.1164 2.0090 0.08 -0.04 0.04 -0.04
C -3.2185 2.5831 2.9489 -0.02 0.01 -0.01 -0.18
C -2.9478 3.7148 3.6948 0.00 0.02 0.00 -0.17
C -1.7734 4.4177 3.4739 0.00 -0.01 0.00 -0.18
C -0.8691 3.9691 2.5259 -0.04 -0.01 -0.04 -0.19
C -1.0913 2.7933 1.8088 -0.03 0.29 -0.15 -0.34
P 0.1668 2.3616 0.5477 0.28 -0.49 0.11 0.96
C 1.7679 2.5558 1.3941 0.02 0.20 0.00 -0.40
C 2.9275 2.5390 0.6176 -0.03 0.12 0.01 -0.20
C 4.1769 2.5991 1.2110 0.00 -0.01 -0.01 -0.21
C 4.2852 2.6562 2.5939 0.02 0.00 -0.01 -0.18
C 3.1406 2.6422 3.3755 -0.03 -0.01 0.01 -0.22
C 1.8860 2.5952 2.7827 0.08 -0.19 -0.05 -0.14
C 0.0016 3.7455 -0.6110 -0.11 -0.05 -0.12 -0.30
C 0.9827 4.7046 -0.8394 -0.02 0.02 0.04 -0.23
C 0.7251 5.7623 -1.7018 -0.01 0.00 -0.02 -0.19
C -0.5026 5.8664 -2.3366 0.01 0.01 0.01 -0.18
C -1.4832 4.9073 -2.1156 0.00 -0.02 0.00 -0.20
C -1.2314 3.8511 -1.2582 0.03 -0.03 -0.07 -0.21
H -2.0839 -0.3463 -3.3847 0.00 0.00 0.00 0.23
H -1.3448 0.5088 -2.0305 0.01 -0.01 0.00 0.21
H -3.0808 0.6342 -2.3197 0.00 -0.01 -0.01 0.21
H -3.2950 -1.8429 -1.8497 -0.01 0.03 -0.02 0.22
H -0.3254 -1.7400 -1.1427 0.01 0.02 -0.03 0.19
H -1.0174 -2.4850 -2.5774 -0.02 -0.02 0.00 0.23
H -1.3947 -3.1326 -0.9756 0.00 0.00 0.01 0.22
H -2.7485 -1.8211 0.5982 0.07 -0.03 -0.05 0.23
H -4.9595 -0.9717 0.4756 0.01 0.01 0.04 0.22
H -4.5386 0.1752 -0.8185 -0.02 -0.02 -0.01 0.20
H -4.1503 2.0529 3.0846 0.01 -0.01 0.00 0.24
H -3.6635 4.0605 4.4279 0.01 -0.01 0.01 0.23
H -1.5613 5.3189 4.0334 -0.01 0.01 -0.01 0.23
H 0.0299 4.5425 2.3396 0.01 0.02 0.00 0.23
H 2.8601 2.4767 -0.4619 0.00 0.05 0.00 0.21
H 5.0652 2.5959 0.5933 0.00 0.00 0.00 0.23
H 5.2605 2.7092 3.0596 0.00 -0.01 0.00 0.23
H 3.2181 2.6692 4.4545 0.00 0.01 0.00 0.23
H 1.0096 2.5569 3.4122 -0.03 0.02 0.02 0.22
H 1.9402 4.6464 -0.3410 -0.02 0.02 0.02 0.23
H 1.4885 6.5101 -1.8708 0.00 0.00 0.00 0.23
H -0.6988 6.6968 -3.0016 0.00 -0.01 -0.01 0.23
H -2.4415 4.9838 -2.6117 0.00 0.01 0.01 0.23
H -2.0011 3.1048 -1.0866 0.00 0.01 0.00 0.21
```
Forces are in eV/Å.

Its net charge is +1. Its LUMO energy is -0.111 hartree. The value obtained for the calculated total energy is -52680.493 eV. The calculation puts the gap between HOMO and LUMO at 7.7 eV.


3.
Molecular formula: C5H6O
Method: DFT, the ωB97M-V functional and the def2-TZVPD basis

```
12
Properties=species:S:1:pos:R:3:forces:R:3:nbo_charge:R:1
C -0.8384 1.1292 -0.3113 -0.33 -2.06 0.84 -0.63
C -0.0691 0.0239 0.3917 -0.54 0.51 0.07 -0.08
C -0.2530 -1.3855 0.0911 -0.57 -0.58 -0.59 -0.38
C 0.9978 -0.8213 -0.4180 -1.18 -1.00 0.44 -0.36
C 2.0558 -0.1898 -0.1591 1.96 4.59 1.58 0.66
O 2.7390 0.7715 0.1006 -0.21 -2.86 -0.99 -0.53
H -1.0333 0.9658 -1.3399 0.92 -0.13 -1.40 0.22
H -0.4292 2.0852 -0.0918 -0.12 0.84 0.14 0.23
H -1.8478 0.9068 0.0028 -0.63 1.02 0.97 0.22
H -0.0060 0.1400 1.4765 0.84 0.47 -0.32 0.21
H -0.9861 -1.5447 -0.6544 -0.60 -0.59 -0.85 0.22
H -0.3298 -2.0810 0.9117 0.46 -0.20 0.11 0.23
```
Forces are in eV/Å.

As for the relative energy (zero: lowest compared OMol25 entry of this formula, charge and spin): 3.071 eV. Its net charge is 0. As for the SMILES: C[C@H]1CC1=C=O. Its LUMO energy is 0.028 hartree. The value obtained for the calculated total energy is -7326.213 eV. The calculation puts the gap between HOMO and LUMO at 9.7 eV.


4.
Molecular formula: CH5N5O2S
Method: DFT, the ωB97M-V functional and the def2-TZVPD basis

```
14
Properties=species:S:1:pos:R:3:forces:R:3:nbo_charge:R:1
H -0.5026 -0.6904 1.5612 0.77 -0.87 -1.83 0.36
N 0.0038 -1.1897 0.7624 -0.76 0.97 1.75 -0.73
C -0.0265 -0.5894 -0.3614 -2.02 0.98 3.87 0.56
N 0.5780 -1.0851 -1.3928 -0.30 1.97 -5.07 -0.79
N -0.7227 0.6927 -0.4694 -0.44 1.70 0.92 -0.21
N -0.9063 1.5751 0.8410 -0.36 0.58 -2.22 -0.59
S 0.6459 1.9924 1.4025 0.38 -0.62 0.60 0.20
N -1.3699 1.3013 -1.5447 1.11 0.00 1.47 0.65
O -1.0299 1.0466 -2.6689 0.03 -0.92 -0.72 -0.39
O -2.1638 2.1434 -1.2042 -0.81 0.52 -0.68 -0.40
H 0.9800 -1.9607 -1.4121 0.74 -2.04 0.79 0.41
H 0.1911 -0.8175 -2.3097 0.59 0.09 0.69 0.41
H -1.2723 2.5496 0.5088 0.28 -2.73 0.14 0.43
H 0.6612 0.8416 2.0972 0.77 0.36 0.31 0.12
```
Forces are in eV/Å.

As for the relative energy (zero: lowest compared OMol25 entry of this formula, charge and spin): 0.000 eV. Its net charge is 0. As for the SMILES: [H]/N=C(/N)N(NS)[N+](=O)[O-]. Its LUMO energy is 0.004 hartree. The value obtained for the calculated total energy is -23492.823 eV. The calculation puts the gap between HOMO and LUMO at 9.7 eV.